(1)
# FeN6O18Pb2

A molecular structure, FeN6O18Pb2 (ωB97M-V/def2-TZVPD, the Open Molecules 2025 dataset).

```
27
Properties=species:S:1:pos:R:3:forces:R:3
Fe -13.846 -6.733 -3.687 -0.7 0.9 -0.8
Pb -10.743 -1.697 -3.685 1.7 -1.2 -1.9
Pb -9.787 -7.854 -6.139 -0.7 1.0 0.0
N -8.212 -2.394 -5.474 -2.6 -1.3 -5.9
O -7.096 -2.541 -5.802 3.0 0.3 1.2
O -8.706 -2.772 -4.403 -1.1 0.0 6.1
O -9.084 -2.204 -6.362 -1.0 2.0 0.2
N -16.802 -5.774 -3.637 -8.2 0.8 4.5
O -15.582 -5.504 -3.745 3.9 -1.4 -0.5
O -17.393 -6.184 -2.576 4.4 -1.8 0.7
O -17.678 -5.331 -4.345 1.9 1.1 -4.6
N -11.785 -4.721 -4.713 -0.5 -8.4 -0.1
O -11.542 -3.617 -4.856 3.4 8.6 -2.2
O -11.269 -5.714 -5.228 2.2 0.2 -1.7
O -12.669 -4.996 -3.960 -5.1 -1.0 4.6
N -11.517 -9.187 -3.588 4.6 -3.5 -2.3
O -12.230 -8.252 -3.952 -3.9 2.1 0.6
O -10.299 -9.037 -3.898 2.7 2.9 -1.1
O -11.687 -10.336 -3.308 -4.2 -0.2 1.9
N -10.647 -5.544 -8.685 -6.4 3.7 -8.0
O -10.349 -6.411 -7.926 3.1 -4.8 6.6
O -11.303 -4.513 -8.388 2.1 -0.8 1.4
O -10.701 -5.913 -9.895 1.5 0.8 1.0
N -14.236 -6.710 -7.131 -2.6 0.1 -0.1
O -14.112 -6.667 -5.940 1.8 0.5 4.5
O -14.162 -5.540 -7.564 0.7 0.5 -1.4
O -14.663 -7.678 -7.620 0.2 -1.3 -2.9
```
Forces are in eV/Å.

Results
calculated total energy: -90639.735 eV
charge: +1
maximum force: 0.21128 Eh/bohr
HOMO-LUMO gap (spin up / spin down): 0.164 / 0.138 Ha
spin multiplicity: 6
lowest unoccupied orbital energy (spin up / spin down): -6.80 / -7.47 eV



(2)
# H10IO5

6 unconnected molecules or ions with the total composition H10IO5 (ωB97M-V/def2-TZVPD, the Open Molecules 2025 dataset).

```
16
Properties=species:S:1:pos:R:3:forces:R:3
I 6.437 28.309 15.569 0.3 0.5 -0.1
O 9.490 26.605 14.781 -0.7 0.3 2.3
H 8.892 27.020 15.491 1.1 -0.9 -1.5
H 9.301 27.146 14.032 -0.3 0.6 -0.9
O 4.906 27.207 18.394 0.2 -0.6 0.4
H 5.544 27.480 17.724 0.2 -0.1 -0.5
H 4.569 28.056 18.642 -0.5 0.7 0.4
O 3.811 29.623 13.527 -1.0 0.5 -0.6
H 4.371 29.236 14.198 0.4 -0.4 0.5
H 2.901 29.557 13.854 0.5 -0.1 0.0
O 4.411 25.513 15.005 0.3 -2.0 -0.4
H 4.989 26.232 15.243 0.4 0.8 0.2
H 5.037 24.744 14.996 -0.9 1.0 0.1
O 6.914 25.235 16.980 0.7 -4.0 2.3
H 6.780 26.094 16.752 -0.5 4.1 -1.7
H 6.777 25.295 17.945 0.0 -0.4 -0.6
```
Forces are in eV/Å.

Results
ΔE to the lowest compared entry with this formula, charge and spin: 0.5771 eV
calculated total energy: -18503.753 eV
charge: -1
maximum force: 0.09154 Eh/bohr
HOMO-LUMO gap: 0.313 Ha
lowest unoccupied orbital energy: 3.37 eV



(3)
# H10N2Si4

A molecular structure, H10N2Si4 (ωB97M-V/def2-TZVPD, the Open Molecules 2025 dataset).

```
16
Properties=species:S:1:pos:R:3:forces:R:3
N 0.695 -0.132 0.281 -0.6 -1.0 1.5
N -2.040 -0.171 0.222 0.2 -0.1 -1.5
Si 1.876 -0.963 -0.636 0.4 0.6 1.0
Si -0.678 -0.992 0.931 -0.9 1.4 -1.6
Si 0.898 1.475 0.774 0.3 0.9 0.2
Si -2.615 0.348 -1.207 -0.2 -0.5 2.8
H 3.208 -0.552 -0.041 -0.2 -0.4 -0.6
H 1.625 -2.402 -0.655 0.2 -0.3 -0.1
H -0.381 -2.351 0.562 -0.2 -0.9 -0.2
H -0.864 -0.931 2.344 0.1 0.1 1.1
H 1.874 2.320 0.072 0.1 -0.2 -0.7
H 1.593 1.461 2.077 -0.6 0.2 0.5
H -0.423 2.113 0.540 0.2 0.2 0.6
H 1.434 -0.294 -1.805 0.8 0.1 -2.0
H -2.722 -0.508 -2.400 0.0 0.3 -0.3
H -3.480 1.580 -1.057 0.4 -0.5 -0.7
```
Forces are in eV/Å.

Results
ΔE to the lowest compared entry with this formula, charge and spin: 1.5526 eV
calculated total energy: -34652.303 eV
charge: 0
maximum force: 0.05637 Eh/bohr
HOMO-LUMO gap: 0.314 Ha
lowest unoccupied orbital energy: -0.67 eV



(4)
# H10NO3

4 unconnected molecules or ions with the total composition H10NO3 (ωB97M-V/def2-TZVPD, the Open Molecules 2025 dataset).

```
14
Properties=species:S:1:pos:R:3:forces:R:3
N 0.940 -0.735 -0.239 -0.5 1.4 -1.6
H 1.739 -1.210 -0.650 0.4 0.0 0.7
H 0.712 -0.828 0.751 -0.3 -0.7 0.0
H 0.146 -0.939 -0.868 -0.4 -0.6 0.9
H 0.997 0.284 -0.388 0.7 0.1 -0.1
H -0.228 0.638 2.599 -0.8 0.1 0.0
H -1.600 0.302 1.831 -0.1 0.4 0.5
O -0.672 0.100 1.931 1.1 -0.5 -0.4
H 1.168 2.980 -1.730 0.0 0.0 -0.7
H 1.305 2.663 -0.308 0.3 -0.2 0.0
O 1.520 2.282 -1.174 -0.4 0.0 0.9
H -1.816 -2.625 -0.867 -0.2 0.2 0.0
H -2.462 -1.450 -0.107 -0.2 -0.1 0.0
O -1.685 -1.703 -0.609 0.3 -0.2 -0.2
```
Forces are in eV/Å.

Results
ΔE to the lowest compared entry with this formula, charge and spin: 0.7470 eV
calculated total energy: -7788.931 eV
charge: +1
maximum force: 0.04311 Eh/bohr
HOMO-LUMO gap: 0.455 Ha
lowest unoccupied orbital energy: -3.36 eV



(5)
# H10NO3

4 unconnected molecules or ions with the total composition H10NO3 (ωB97M-V/def2-TZVPD, the Open Molecules 2025 dataset).

```
14
Properties=species:S:1:pos:R:3:forces:R:3
N 0.132 0.632 0.391 -0.1 -0.1 -0.3
H -0.376 -0.199 0.077 -0.5 0.1 0.1
H 0.735 0.361 1.174 0.3 0.0 0.0
H -0.516 1.350 0.703 -0.2 -0.1 -0.1
H 0.592 0.929 -0.482 0.4 0.0 0.1
H -2.885 -0.029 -0.832 0.1 -0.2 0.1
H -2.092 -0.410 -2.059 0.2 -0.1 0.1
O -2.031 -0.398 -1.094 -0.2 0.2 -0.2
H -0.227 -0.922 3.024 -0.8 -0.2 0.5
H 1.234 -1.147 3.390 0.1 0.0 0.0
O 0.654 -0.825 2.692 0.7 0.2 -0.4
H 1.279 -0.435 -2.574 -0.3 -0.8 -0.4
H 2.221 0.658 -2.212 -0.1 0.2 -0.1
O 1.280 0.436 -2.198 0.5 0.6 0.5
```
Forces are in eV/Å.

Results
ΔE to the lowest compared entry with this formula, charge and spin: 0.4100 eV
calculated total energy: -7789.268 eV
charge: +1
maximum force: 0.01840 Eh/bohr
HOMO-LUMO gap: 0.469 Ha
lowest unoccupied orbital energy: -3.24 eV



(6)
# H10O4S

5 unconnected molecules or ions with the total composition H10O4S (ωB97M-V/def2-TZVPD, the Open Molecules 2025 dataset).

```
15
Properties=species:S:1:pos:R:3:forces:R:3
S 0.368 -1.141 -2.023 0.3 0.1 0.2
H 0.277 -1.692 -3.244 -0.3 0.2 0.1
H -0.811 -0.506 -1.962 -0.1 -0.1 -0.4
H -3.623 0.385 0.125 -1.0 -0.1 0.1
H -2.227 0.444 0.657 0.2 0.2 0.0
O -2.729 0.454 -0.172 1.0 0.0 0.0
H 0.852 -0.930 0.445 0.2 -0.3 0.0
H 1.245 -1.856 1.586 -0.2 -0.7 0.4
O 1.518 -1.070 1.134 -0.1 1.1 -0.3
H 1.825 1.245 0.847 0.0 0.4 0.5
H 1.464 1.572 -0.507 -0.3 0.6 -0.4
O 1.427 1.989 0.364 0.3 -1.1 -0.1
H -0.511 1.707 2.261 0.0 0.1 -0.1
H -0.102 0.260 2.175 0.4 -0.3 0.0
O -0.826 0.818 2.453 -0.4 0.1 0.0
```
Forces are in eV/Å.

Results
ΔE to the lowest compared entry with this formula, charge and spin: 0.4902 eV
calculated total energy: -19187.538 eV
charge: 0
maximum force: 0.02237 Eh/bohr
HOMO-LUMO gap: 0.391 Ha
lowest unoccupied orbital energy: 0.40 eV



(7)
# H10O5

5 unconnected molecules or ions with the total composition H10O5 (ωB97M-V/def2-TZVPD, the Open Molecules 2025 dataset).

```
15
Properties=species:S:1:pos:R:3:forces:R:3
O -0.299 -0.820 -2.957 0.3 -0.3 -1.2
H -0.585 -0.548 -2.085 -0.2 0.0 0.8
H -0.342 -0.022 -3.484 0.0 0.1 -0.1
O 0.250 -0.747 2.420 -0.2 0.5 -1.5
H 0.552 -0.244 3.177 0.3 0.6 0.9
H 0.003 -1.598 2.781 -0.3 -1.0 0.4
O -1.812 2.538 -0.944 -0.3 0.4 -0.2
H -1.282 1.968 -0.387 0.2 -0.6 0.1
H -1.234 3.270 -1.158 0.1 0.2 0.0
O 2.383 -0.987 0.605 0.6 0.1 -1.1
H 1.565 -0.713 1.021 -0.4 -0.1 0.8
H 2.910 -1.339 1.323 0.0 -0.1 0.3
O -0.798 -0.148 -0.468 -0.2 0.5 -0.1
H 0.069 -0.137 -0.063 0.4 -0.1 0.3
H -1.381 -0.471 0.219 -0.2 -0.2 0.5
```
Forces are in eV/Å.

Results
ΔE to the lowest compared entry with this formula, charge and spin: 0.2902 eV
calculated total energy: -10399.416 eV
charge: -1
maximum force: 0.03081 Eh/bohr
HOMO-LUMO gap (spin up / spin down): 0.118 / 0.406 Ha
spin multiplicity: 2
lowest unoccupied orbital energy (spin up / spin down): 3.48 / 3.42 eV



(8)
# H10O5

5 unconnected molecules or ions with the total composition H10O5 (ωB97M-V/def2-TZVPD, the Open Molecules 2025 dataset).

```
15
Properties=species:S:1:pos:R:3:forces:R:3
H -0.360 -1.368 -0.741 0.1 0.0 0.0
H 0.847 -0.586 -0.249 0.0 0.1 -0.2
H -4.359 -0.695 -0.010 -0.1 0.0 -0.1
H -3.729 -1.117 -1.327 -0.1 0.0 0.0
H 6.551 -0.510 -0.168 -0.1 -0.1 0.0
H 5.177 -0.306 -0.785 0.0 -0.1 0.1
H -0.832 -1.260 1.992 -0.1 0.1 0.1
H -2.088 -0.736 1.316 0.0 0.0 0.2
H 0.096 3.115 0.526 -0.1 -0.1 0.0
H -0.648 3.782 -0.619 0.0 -0.1 0.0
O -0.114 -0.540 -0.315 1.8 -0.2 -2.9
O -4.473 -1.308 -0.745 0.2 0.1 0.1
O 5.673 -0.905 -0.215 0.0 0.2 -0.1
O -1.166 -0.512 1.484 -1.9 -0.1 3.0
O -0.574 2.946 -0.146 0.1 0.2 0.0
```
Forces are in eV/Å.

Results
ΔE to the lowest compared entry with this formula, charge and spin: 2.7506 eV
calculated total energy: -10398.099 eV
charge: 0
maximum force: 0.06917 Eh/bohr
HOMO-LUMO gap: 0.357 Ha
lowest unoccupied orbital energy: 0.48 eV